No. 1
# C52H78O39

A 13-piece molecular cluster, C52H78O39 overall in a non-equilibrium geometry (ωB97M-V/def2-TZVPD, the Open Molecules 2025 dataset).

The geometry in ORCA input format:
```
! RIJCOSX wB97M-V def2-TZVPD def2/J DEFGRID3
* xyz 0 1
C -11.45 -2.96 7.25
O -10.21 7.11 0.94
H -11.79 1.13 4.49
O -2.49 6.42 4.55
H -4.27 -2.19 0.75
O -2.76 0.20 3.55
H -13.03 -5.00 3.27
C -5.60 -1.00 -4.73
H -3.47 -0.72 5.35
C -2.76 4.68 -1.31
H -12.18 4.01 4.32
C -7.98 3.43 1.91
C -6.99 2.16 -4.19
O -15.52 1.93 5.66
C -3.39 6.81 3.55
C -5.61 -2.24 2.46
C -4.41 -2.78 1.65
H -2.62 6.47 1.55
H -9.76 2.10 -3.86
H -1.43 2.14 -1.53
C -2.03 5.22 4.25
H -13.02 -1.30 1.95
O -13.44 3.07 5.78
H -2.43 -2.21 1.78
C -3.49 2.56 -0.95
O -8.94 -2.62 2.64
H -13.25 2.57 2.07
O -11.60 2.47 -3.05
C -3.13 -2.71 2.45
O -5.43 9.93 -1.70
H -5.90 11.71 3.91
C -3.54 1.19 2.99
H -12.97 -3.67 4.40
H -9.99 -0.56 8.28
C -6.17 6.50 -1.10
C -11.01 3.44 -5.09
C -12.29 -1.71 2.65
C -12.33 -3.24 2.38
C -3.53 -4.86 1.95
O -10.94 -2.36 6.21
O -12.29 -3.83 7.22
H -4.36 6.59 3.98
O -7.42 10.76 -0.84
C -10.96 8.29 2.60
C -3.14 5.92 2.33
H -7.74 2.00 -3.42
H -5.07 7.84 0.20
O -7.08 6.45 3.21
O -12.03 2.05 -0.90
C -8.60 2.06 1.56
C -10.41 9.41 0.21
H -8.82 3.82 -2.75
C -8.28 0.99 2.56
H -8.74 0.08 2.17
H -9.56 9.64 -0.43
C -12.53 1.81 4.06
C -4.26 5.10 1.85
H -8.89 -2.58 6.32
O -13.80 1.37 4.44
O -10.92 -1.39 2.44
H -6.08 2.53 -3.71
C -1.98 2.62 -0.73
C -14.34 2.11 5.35
H -8.53 -0.06 6.09
O -3.76 3.79 -1.62
H -3.45 1.26 -2.73
H -1.76 2.09 0.19
C -12.40 2.03 2.49
H -7.46 2.86 -4.87
O -5.46 -0.59 -6.01
H -14.30 -3.72 3.26
H -12.00 8.50 2.34
H -12.73 -1.61 3.64
H -10.79 10.28 0.74
C -6.10 0.68 -6.18
H -10.15 3.62 -5.74
O -7.33 3.87 0.80
H -5.03 8.19 -2.79
H -5.38 1.50 -6.14
H -10.65 9.09 3.27
O -2.80 5.86 -1.64
H -7.02 6.06 -0.58
H -3.31 -2.21 3.40
H -11.77 2.80 -5.55
H -9.65 2.12 1.27
C -5.69 10.72 3.50
H -5.95 -2.92 3.24
C -9.89 3.95 -2.88
H -7.90 9.80 5.76
C -6.96 0.82 -4.95
H -5.94 10.62 2.44
H -5.08 1.44 -2.13
C -2.99 0.17 4.93
H -9.16 -0.90 4.71
O -5.07 -2.01 -4.29
O -10.80 -2.58 8.36
H -7.18 3.41 2.66
H -3.31 2.09 5.68
H -3.96 4.11 1.51
H -3.84 8.51 -1.56
O -1.34 4.53 5.03
C -11.40 2.62 -1.76
H -4.62 10.55 3.37
C -10.49 2.91 -3.77
C -9.75 -1.60 8.08
O -4.21 1.87 3.94
O -4.64 -4.17 1.47
O -7.83 1.83 0.39
H -3.93 0.48 -1.26
H -3.36 7.89 3.38
O -8.07 8.27 4.34
C -9.42 -0.54 5.70
O -10.92 7.01 2.99
C -6.21 9.57 4.36
O -2.70 -4.05 2.61
H -8.62 1.21 3.57
C -12.35 3.09 4.87
C -10.15 -2.52 2.59
H -6.71 0.79 -7.08
C -13.24 -3.94 3.37
O -2.22 5.04 2.93
C -7.31 2.94 -0.12
H -10.21 0.21 5.70
C -7.72 9.58 4.71
C -7.05 7.56 3.77
C -9.65 -1.83 6.56
O -10.92 5.04 1.89
O -10.97 -3.57 2.65
H -12.38 1.08 1.95
H -5.13 0.83 6.94
C -3.93 1.36 5.16
C -10.07 8.34 1.39
H -5.36 5.79 -0.96
H -7.21 0.89 2.72
C -5.68 7.94 -0.69
H -2.11 0.29 5.56
C -5.24 1.03 5.87
H -6.61 6.38 -2.09
H -12.59 -3.46 1.35
H -11.10 8.93 -0.48
H -9.05 8.59 1.68
O -6.83 2.98 -1.17
H -7.97 0.44 -5.15
H -8.22 10.28 4.05
H -5.84 0.37 5.24
C -4.04 1.41 -1.82
H -5.63 9.51 5.28
C -4.89 8.63 -1.80
O -6.37 -0.13 -4.06
C -10.71 6.26 1.94
H -11.57 4.34 -4.84
H -5.80 1.97 5.84
H -6.52 -2.03 1.89
O -3.48 -6.10 2.04
O -6.80 8.68 -0.42
O -3.79 1.41 1.81
H -11.57 2.64 2.15
H -5.05 4.85 2.56
H -11.40 3.15 5.40
O -10.47 3.52 -1.60
H -5.37 -1.26 2.88
H -8.65 4.20 2.28
H -10.12 4.99 -3.08
H -4.79 5.52 1.00
H -4.04 2.58 -0.01
C -6.58 9.88 -0.95
H -8.77 -1.88 8.49
O -1.74 4.05 -0.70
O -6.03 8.42 3.62
*
```

Output
* maximum force: 6.3 eV/A
* E_LUMO: -0.15 eV
* gap between HOMO and LUMO: 10.46 eV
* E_HOMO: -10.61 eV


No. 2
# C52H91N13

A 13-piece molecular cluster, C52H91N13 overall in a non-equilibrium geometry (ωB97M-V/def2-TZVPD, the Open Molecules 2025 dataset).

The geometry in ORCA input format:
```
! RIJCOSX wB97M-V def2-TZVPD def2/J DEFGRID3
* xyz 0 1
C 4.68 -3.61 6.84
C 4.63 0.05 -4.75
H 6.54 -2.91 7.62
H -5.11 -0.73 -3.90
H 3.45 4.31 -0.46
H -3.93 -2.30 4.22
N -2.28 -5.60 5.62
H -0.09 6.13 -0.72
H -4.85 -0.83 2.51
C -6.52 1.53 -2.91
H 0.05 -5.80 -2.79
C -0.87 5.06 -4.64
C 2.97 2.96 -1.99
H 0.75 -0.11 1.57
C 5.48 -2.81 7.83
C -5.87 -0.71 2.87
C -2.65 -6.19 -2.45
H 1.11 4.14 6.30
H -1.68 -2.07 -8.90
C 2.70 -0.02 -7.13
H -5.55 -0.67 -1.26
C -1.85 4.09 1.50
H 6.16 4.06 0.75
H -0.15 4.36 -0.55
H -6.78 -1.27 4.68
C -0.59 -3.29 -5.54
H -2.19 -2.07 -5.09
H -0.53 5.81 1.51
H 0.93 5.05 -5.66
H 4.22 3.11 1.93
H -4.23 -0.75 5.04
H -0.08 3.96 5.16
H 3.30 -1.12 -3.86
C 6.32 4.12 -0.33
C -4.61 -0.14 -3.13
H 5.52 2.79 -2.02
H -1.64 2.73 6.90
H 0.90 -3.67 3.07
H -2.21 -4.11 -1.93
H 1.90 0.71 -7.03
N -1.47 1.18 -4.99
H -1.86 4.61 -4.63
C 3.28 -0.47 -4.73
N 4.01 -0.64 5.13
C -1.53 -5.34 4.75
H 4.99 -0.23 2.26
C -0.55 2.81 6.96
H 0.43 -1.52 0.80
H 2.79 1.35 0.79
N 0.20 -4.10 -5.27
C -0.10 -0.76 1.38
N 2.23 2.20 -2.42
H 3.56 2.39 3.52
C -1.83 -4.92 -2.57
H -4.97 1.73 -4.20
H -1.03 3.40 1.67
H -6.21 -2.67 3.72
C -1.57 -2.29 -5.96
H -0.51 5.09 -3.61
H -1.01 -1.45 -6.36
H 5.63 1.18 1.36
C 5.25 3.26 -1.07
C -1.08 0.08 0.59
H -0.51 4.91 6.48
H -4.46 1.98 -2.55
H 2.46 -0.49 -8.09
C 0.45 2.96 -5.07
C 2.26 3.41 2.55
H 7.36 3.80 -0.44
C -0.34 -4.97 -2.20
C -0.02 -2.74 4.84
C -6.28 0.68 3.17
H -2.07 -7.06 -2.74
N 5.69 0.50 -4.74
H -0.60 -2.94 5.74
H -0.29 -5.94 3.26
N -7.62 1.61 -2.65
H -1.89 -4.44 -3.54
H 0.03 -4.04 -2.62
H -6.61 -0.91 2.09
H -3.14 -3.58 -6.70
H -4.33 -1.74 -1.91
H 1.06 1.50 6.06
H -2.93 -6.39 -1.41
C 4.77 -3.17 5.35
H -3.80 -0.27 -1.18
H 6.33 5.14 -0.70
H 4.66 0.00 0.59
N -3.65 3.02 0.01
C 4.33 -1.77 5.20
N -6.56 1.74 3.48
H -1.02 1.48 -1.13
H 0.81 -2.08 5.10
C 0.44 -3.95 4.01
H 3.98 4.78 -2.00
H 5.78 -3.36 4.98
C -1.34 5.39 0.92
H 1.26 2.50 -5.64
C -2.01 -2.96 -8.37
H -3.58 -6.16 -3.02
H -3.55 -0.08 -3.38
C -5.97 -1.66 4.06
H 2.66 0.56 2.32
H 2.62 0.29 -4.32
H 0.84 3.05 -4.06
H 4.04 -3.68 4.73
N 1.28 4.01 2.66
H 5.08 2.38 -0.44
H -0.41 2.99 8.03
H -2.12 6.16 0.97
C 3.91 3.90 -1.36
H -1.37 1.01 1.08
C -4.63 -1.75 4.84
C 0.03 3.99 6.24
C 0.09 4.36 -5.59
H -1.15 -3.61 -8.25
C -2.82 3.49 0.67
C 0.08 1.48 6.52
C -0.47 -0.43 -1.85
H -0.34 4.46 -6.59
H 1.88 -1.67 -5.92
H 1.18 -4.59 4.50
C 3.43 2.57 2.46
H 3.52 -1.91 -6.39
C -4.59 -0.69 -1.79
C 4.76 0.54 1.53
N -1.39 0.33 4.68
C -0.66 1.97 -5.00
H -1.23 -4.68 2.80
N -0.38 -1.17 -2.72
C -5.07 1.34 -3.19
H -0.49 -1.23 2.28
H -1.93 -0.60 0.58
H -2.80 -3.45 -8.94
H 3.61 -3.68 7.05
C -0.74 0.82 5.48
H -0.91 6.11 -4.92
H -2.28 4.26 2.49
H -0.04 0.69 7.27
H 0.52 0.86 -0.58
H -0.49 -2.04 4.14
H 5.11 -4.60 6.97
H -4.72 -2.37 5.73
H -1.55 5.23 -1.26
C -2.58 -2.69 -6.98
H 5.32 -3.30 8.79
H 3.64 0.52 -7.26
C -0.64 -4.98 3.66
H -3.33 -1.89 -7.03
H 5.28 -1.75 8.03
C 3.34 1.18 1.72
C -0.74 5.28 -0.53
C 2.82 -1.14 -6.05
C -0.04 -5.09 -0.70
N 0.20 -5.20 0.39
C -0.52 0.59 -0.73
*
```

Output
* maximum force: 6.1 eV/A
* E_LUMO: 0.18 eV
* gap between HOMO and LUMO: 11.04 eV
* E_HOMO: -10.86 eV


Calculated energy relative to the best compared isomer or geometry (same formula, charge and spin), 674.07, 403.59 kJ/mol (same order as the records).